Entry 1:
C39H43F6N2OSi | ωB97M-V with the def2-TZVPD basis set

Calculated total energy (eV): -70345.8931

ORCA input file:
```
! RIJCOSX wB97M-V def2-TZVPD def2/J DEFGRID3
* xyz 1 1
C 6.594 0.921 -5.608
Si 5.626 0.541 -4.055
C 6.063 -1.155 -3.460
C 5.877 1.948 -2.871
O 4.015 0.472 -4.516
C 2.859 0.700 -3.830
C 2.301 -0.276 -3.050
C 0.866 -0.637 -3.063
C 0.007 -0.267 -4.279
C -0.174 1.231 -4.510
C 1.053 1.923 -5.093
C 2.224 2.035 -4.115
H 7.675 0.958 -5.411
H 6.408 0.142 -6.358
H 6.288 1.892 -6.017
H 7.030 -1.159 -2.942
H 5.301 -1.553 -2.782
H 6.137 -1.823 -4.327
H 6.859 1.873 -2.389
H 5.841 2.903 -3.409
H 5.109 1.956 -2.090
H 2.965 -0.931 -2.469
H 0.768 -1.717 -2.883
H 0.440 -0.190 -2.165
H 0.436 -0.735 -5.174
H -0.987 -0.722 -4.148
H -1.000 1.358 -5.219
H -0.482 1.729 -3.582
H 1.373 1.387 -5.999
H 0.762 2.933 -5.413
H 1.862 2.418 -3.148
H 2.973 2.724 -4.537
F 0.319 -7.075 2.030
C -0.494 -6.302 1.266
F 0.285 -5.334 0.677
F -0.977 -7.087 0.236
C -1.663 -5.694 1.994
N -2.402 -4.881 1.020
C -3.682 -5.358 0.651
C -4.727 -5.354 1.592
C -5.935 -5.973 1.295
C -6.089 -6.657 0.083
C -5.027 -6.719 -0.825
C -3.852 -6.011 -0.578
C -1.938 -3.639 0.666
C -2.336 -3.035 -0.548
C -1.775 -1.833 -0.951
C -0.973 -1.066 -0.061
C -0.610 0.287 -0.339
C -0.544 1.263 0.693
C 0.149 2.482 0.459
C 0.225 3.454 1.429
C -0.509 3.343 2.635
N -0.487 4.346 3.565
C 0.560 5.372 3.526
C 1.780 4.760 4.150
F 2.874 5.559 4.199
F 1.481 4.396 5.447
F 2.147 3.599 3.507
C -1.477 4.531 4.562
C -1.457 3.746 5.725
C -2.244 4.101 6.815
C -3.131 5.178 6.714
C -3.195 5.933 5.540
C -2.349 5.632 4.477
C -1.296 2.185 2.837
C -1.246 1.147 1.934
C -0.605 -1.674 1.175
C -1.060 -2.932 1.519
H -2.306 -6.526 2.301
H -1.301 -5.115 2.850
H -4.558 -4.838 2.541
H -6.745 -5.938 2.023
H -7.036 -7.143 -0.145
H -5.106 -7.320 -1.731
H -3.040 -5.976 -1.307
H -3.058 -3.562 -1.181
H -2.010 -1.426 -1.938
H -0.714 0.688 -1.350
H 0.649 2.637 -0.496
H 0.816 4.351 1.261
H 0.808 5.705 2.513
H 0.246 6.205 4.158
H -0.777 2.886 5.754
H -2.158 3.531 7.743
H -3.777 5.434 7.558
H -3.893 6.772 5.444
H -2.345 6.220 3.556
H -1.942 2.112 3.714
H -1.797 0.236 2.165
H 0.016 -1.138 1.891
H -0.779 -3.365 2.474
*
```


Entry 2:
C6H5N2O5SY | ωB97M-V with the def2-TZVPD basis set

Calculated total energy (eV): -31378.2938

ORCA input file:
```
! RIJCOSX wB97M-V def2-TZVPD def2/J DEFGRID3
* xyz 2 1
O -2.505 -1.166 -5.558
C -2.069 -0.762 -4.582
Y 0.198 -0.498 -0.132
C -0.290 1.482 1.465
O 0.206 1.417 2.594
C -1.061 2.600 1.046
O -1.970 3.055 0.459
C -1.322 -0.851 1.711
O -1.948 -0.948 2.676
C 1.153 1.641 -0.792
O 1.644 2.668 -0.980
H 0.005 -1.675 -1.392
N 2.530 -3.157 -0.338
C 2.843 -2.602 0.844
N 3.505 -3.362 1.725
S 2.463 -0.970 1.281
H 2.870 -4.082 -0.566
H 2.072 -2.640 -1.074
H 3.787 -2.946 2.604
H 3.821 -4.292 1.499
*
```


Number 1: LUMO energy -4.63 eV. Number 2: LUMO energy -10.11 eV.